The following is a quantum chemistry calculation of 2 unconnected molecules or ions with the total composition C32H55F4N2O3S in a non-equilibrium geometry, from OMol25.

Geometry (Å):
C  7.6972  -2.8934  3.5560
C  7.8793  -3.9695  2.4337
C  7.4836  -3.3806  1.0522
C  8.3434  -2.1547  0.6207
C  7.4863  -1.1195  -0.1674
C  6.5563  -1.7451  -1.2443
C  6.5409  -0.9287  -2.5870
C  5.3232  0.0275  -2.6977
C  5.2022  1.0239  -1.5006
C  4.0448  0.6856  -0.5244
C  2.6423  0.8728  -1.1798
C  1.9320  2.2103  -0.7565
C  0.4250  2.0217  -0.4708
C  0.1330  1.7251  1.0222
C  -1.3850  1.5034  1.3116
C  -1.6919  0.1247  1.9729
C  -2.9616  0.1442  2.8643
C  -3.8482  -1.1375  2.7100
C  -5.3632  -0.8048  2.8688
C  -5.8465  -0.1232  1.5383
C  -7.1724  -0.6456  0.9945
C  -7.3833  -1.8623  0.2850
C  -6.2210  -2.8118  0.0459
O  -5.3797  -2.9185  0.9031
O  -6.1260  -3.5890  -1.0728
C  -6.0505  -2.8392  -2.2913
C  -4.8173  -1.9054  -2.4275
C  -3.5597  -2.3454  -1.6891
F  -3.3464  -3.5921  -1.2273
C  -2.6167  -1.4293  -1.4541
F  -1.3341  -1.6981  -1.3342
F  -2.9099  -0.1348  -1.3223
C  -8.6553  -2.1852  -0.1899
C  -9.7255  -1.3260  0.0247
N  -10.9965  -1.6218  -0.4698
N  -9.5085  -0.1977  0.7251
C  -8.2868  0.1327  1.1866
F  -8.2444  1.2764  1.8333
H  8.6756  -2.4542  3.7864
H  7.2505  -3.4005  4.4245
H  6.9893  -2.1146  3.2326
H  8.8925  -4.3964  2.4068
H  7.1678  -4.7870  2.6359
H  7.5784  -4.1434  0.2615
H  6.4100  -3.1270  1.1157
H  8.7905  -1.6608  1.4973
H  9.1297  -2.5134  -0.0613
H  6.9233  -0.4851  0.5408
H  8.2039  -0.4457  -0.6731
H  6.8350  -2.7826  -1.4790
H  5.5239  -1.7601  -0.8606
H  7.4774  -0.3487  -2.6716
H  6.5345  -1.6617  -3.4111
H  5.4646  0.6331  -3.6108
H  4.4273  -0.5987  -2.8340
H  4.9978  2.0164  -1.9377
H  6.1623  1.1028  -0.9673
H  4.1539  -0.3271  -0.1025
H  4.1167  1.4221  0.2972
H  1.9658  0.0362  -0.9216
H  2.7779  0.8672  -2.2749
H  2.4673  2.7064  0.0667
H  2.0257  2.8775  -1.6257
H  0.0211  1.2392  -1.1379
H  -0.0682  2.9758  -0.7331
H  0.4757  2.6117  1.5763
H  0.6969  0.8294  1.3363
H  -1.9251  1.5969  0.3545
H  -1.7200  2.3239  1.9716
H  -1.7280  -0.6287  1.1673
H  -0.8070  -0.0970  2.5937
H  -2.6282  0.1538  3.9136
H  -3.5398  1.0529  2.6278
H  -3.6289  -1.5261  1.7007
H  -3.5539  -1.9227  3.4204
H  -5.4387  -0.0928  3.7041
H  -5.9367  -1.7206  3.0749
H  -6.0100  0.9408  1.7717
H  -5.0549  -0.1719  0.7741
H  -6.9589  -2.2489  -2.5132
H  -5.9905  -3.5827  -3.1000
H  -4.5623  -1.8163  -3.4968
H  -5.1012  -0.8972  -2.0888
H  -8.8430  -3.1002  -0.7528
H  -11.5351  -0.7589  -0.5681
H  -10.8862  -1.9358  -1.4350
H  -10.2984  0.4277  0.8745
C  2.8733  7.2919  -1.7071
S  1.7181  6.5016  -0.5773
O  1.8852  5.0300  -0.7313
C  0.2294  6.9675  -1.4754
H  3.8837  7.0919  -1.3554
H  2.7485  6.8826  -2.7101
H  2.6973  8.3678  -1.7130
H  0.2750  6.5792  -2.4935
H  0.1382  8.0538  -1.4889
H  -0.6279  6.5381  -0.9599

Force components x, y, z for each atom (eV/Å):
C 0.136 -0.923 -0.482
C -0.863 0.482 -0.384
C 0.528 -0.123 0.274
C -1.096 -0.117 -0.316
C 0.675 -0.120 0.017
C -0.010 0.753 -0.350
C -0.231 -0.263 0.504
C 0.950 0.035 -0.081
C -0.550 -0.394 -0.409
C 0.050 0.585 -0.120
C 0.034 0.169 0.609
C 0.195 -0.704 -1.199
C 0.387 0.558 0.359
C -0.418 -0.076 -0.729
C 0.386 -0.020 0.102
C 0.465 0.880 0.019
C 0.182 -1.030 -0.110
C 0.064 0.564 -0.229
C 0.958 -0.289 -0.645
C -0.341 0.328 0.584
C 0.619 -0.076 0.108
C -0.617 0.350 -0.541
C 1.689 -0.631 0.896
O -1.158 0.075 -0.535
O -0.847 1.305 0.349
C 0.303 -0.039 -1.601
C -0.382 -0.582 0.739
C -0.013 1.213 0.645
F -0.022 -0.098 -1.271
C -0.185 -0.483 0.027
F -0.336 0.340 0.723
F 0.534 -0.228 -0.758
C 0.479 -0.118 0.033
C -0.143 -0.751 -0.423
N 0.781 1.424 -0.485
N -0.606 -0.079 -0.147
C 0.409 -0.201 0.140
F -0.297 -0.136 -0.135
H -0.458 0.087 0.261
H 0.433 0.438 0.001
H 0.316 -0.164 0.086
H -0.253 0.202 0.132
H 0.407 0.075 -0.057
H -0.153 0.108 0.363
H 0.394 0.108 -0.081
H 0.004 -0.196 -0.364
H 0.003 0.147 0.415
H 0.065 -0.342 -0.256
H -0.355 -0.130 0.200
H 0.061 0.310 0.240
H 0.328 -0.275 -0.121
H -0.323 -0.230 -0.007
H -0.080 0.435 0.083
H -0.232 -0.391 0.170
H 0.081 0.391 0.152
H 0.041 -0.198 0.350
H -0.313 -0.073 -0.166
H 0.054 0.372 -0.145
H -0.027 -0.546 -0.051
H 0.401 0.170 -0.112
H -0.261 -0.102 0.364
H -0.366 -0.222 -0.157
H -0.037 0.002 0.490
H 0.050 0.183 0.286
H -0.028 -0.399 0.105
H 0.128 -0.471 0.036
H -0.023 0.424 -0.004
H -0.050 0.010 0.382
H -0.071 -0.389 -0.216
H -0.100 0.077 0.428
H -0.407 -0.224 -0.201
H -0.288 0.546 -0.276
H 0.084 -0.295 0.233
H -0.416 -0.112 0.418
H -0.014 0.292 -0.141
H -0.336 -0.310 -0.205
H 0.148 0.416 0.016
H 0.203 -0.338 -0.370
H -0.365 -0.154 0.166
H 0.178 -0.239 0.426
H -0.078 0.004 0.561
H -0.301 -0.081 0.316
H 0.311 -0.230 -0.008
H 0.176 0.214 0.200
H -0.297 -0.348 0.327
H -0.211 -0.547 0.330
H 0.317 0.107 0.185
C 0.043 0.026 -0.123
S 0.025 0.077 0.084
O -0.091 0.355 -0.061
C -0.071 0.011 -0.126
H -0.052 -0.037 0.065
H -0.041 -0.049 0.037
H -0.011 -0.013 0.044
H 0.060 -0.032 0.027
H 0.021 -0.009 0.036
H 0.069 -0.020 0.058

The spin multiplicity is 1. As for the HOMO-LUMO gap: 5.499 eV. As for the molecular weight: 623.86 g/mol. The net charge is +1.

The net atomic charges from Löwdin, expressed in e, are: -0.113, -0.255, -0.240, -0.200, -0.215, -0.198, -0.204, -0.209, -0.197, -0.204, -0.188, -0.225, -0.220, -0.192, -0.205, -0.195, -0.185, -0.200, -0.164, -0.103, -0.042, 0.008, -0.378, 0.191, 0.018, -0.150, -0.066, -0.200, 0.101, -0.313, 0.167, 0.121, 0.075, -0.272, 0.160, 0.239, -0.209, 0.178, 0.066, 0.065, 0.070, 0.103, 0.095, 0.102, 0.108, 0.099, 0.110, 0.104, 0.101, 0.101, 0.091, 0.103, 0.100, 0.103, 0.106, 0.109, 0.096, 0.094, 0.101, 0.099, 0.100, 0.095, 0.087, 0.103, 0.101, 0.112, 0.109, 0.091, 0.106, 0.092, 0.109, 0.114, 0.102, 0.080, 0.119, 0.116, 0.108, 0.117, 0.124, 0.121, 0.139, 0.136, 0.120, 0.153, 0.117, 0.125, 0.202, -0.268, 0.829, -0.551, -0.272, 0.051, 0.059, 0.054, 0.058, 0.053, 0.047